No. 1
Density functional theory data (ωB97M-V/def2-TZVPD) for a 6-piece molecular cluster, C12H30N2O4S4 overall at a distorted geometry.

Values from the calculation:
frontier orbital gap: 8.5 eV
LUMO level: -0.09 eV

```
52
Properties=species:S:1:pos:R:3:forces:R:3
C -0.547130 -0.136292 2.076728 0.3 1.4 0.3
C 0.345211 -1.233332 1.922607 2.4 -4.8 0.0
N 1.036884 -2.190183 1.852572 -2.1 3.3 0.1
H -0.464251 0.436094 1.152818 -0.7 0.1 -0.1
H -0.122806 0.481832 2.867922 -0.1 0.2 0.1
H -1.557258 -0.388227 2.399647 0.1 -0.2 -0.4
C 3.178464 0.788407 1.867998 -0.1 -0.4 0.1
C 4.183606 0.040989 2.582442 1.6 -1.6 1.3
N 4.952601 -0.599019 3.173911 -1.2 1.1 -0.9
H 3.665434 1.318400 1.049423 -0.3 0.3 0.3
H 2.662004 1.381770 2.622509 0.0 0.5 -0.4
H 2.462718 0.076165 1.457489 0.0 0.0 -0.1
C 4.139757 -3.092272 0.499136 -1.0 -0.3 -0.1
S 4.609565 -1.520048 -0.270723 1.4 -0.2 -0.9
O 5.724289 -1.801701 -1.275698 -1.7 0.3 0.9
C 3.036136 -1.139786 -1.209395 0.9 0.2 -1.0
H 3.466716 -3.598396 -0.192935 -0.2 0.0 0.2
H 3.639494 -2.851917 1.437256 -0.4 0.1 -0.2
H 4.892416 -3.831206 0.774045 0.7 0.7 -0.4
H 2.229368 -1.872422 -1.231370 0.1 0.1 0.5
H 3.394054 -1.006469 -2.230286 0.4 -0.7 -0.3
H 2.728217 -0.100296 -1.096505 -0.4 -0.2 1.1
C 1.770303 2.608587 -0.452086 -0.9 1.0 0.8
S 0.993460 3.812208 -1.633054 2.4 0.3 0.9
O 1.703642 5.128375 -1.396194 -0.9 -1.1 -0.2
C 1.793082 3.058504 -3.072313 -0.9 0.2 0.0
H 2.837270 2.439717 -0.597625 -0.2 -0.2 -0.6
H 1.117454 1.742630 -0.342547 0.3 -0.3 -0.5
H 1.715499 3.104036 0.517258 -0.1 0.3 0.0
H 1.297185 3.603195 -3.875730 0.4 -0.3 -0.4
H 1.503316 2.008148 -3.042492 -0.1 0.0 -0.3
H 2.878365 3.156356 -3.098417 -0.1 0.3 0.3
C -0.512762 -1.037627 -4.085841 -0.4 -0.4 0.5
S -0.925890 -1.223751 -2.240911 1.0 1.2 -1.6
O -0.271935 -0.018529 -1.563937 -1.2 -1.2 -0.7
C -2.690718 -0.941265 -2.522409 -1.0 1.0 0.4
H -1.152163 -0.317812 -4.596845 0.2 0.5 0.5
H -0.741872 -1.956081 -4.626259 0.2 -0.4 0.4
H 0.545322 -0.801448 -4.198932 -0.1 0.0 0.2
H -2.929941 -0.040674 -3.087917 0.6 0.3 0.0
H -3.158841 -0.785633 -1.550431 0.1 -0.2 0.1
H -3.269957 -1.693255 -3.058225 0.7 -0.7 0.2
C -4.631004 0.070933 2.652517 -0.3 -1.2 -0.9
S -6.233284 0.924391 3.213887 0.8 0.9 -2.6
O -6.674939 1.830463 2.049691 0.8 -1.7 2.0
C -7.260608 -0.552138 3.204135 -0.2 -0.6 0.7
H -3.769302 0.650058 2.320573 -0.4 0.9 0.7
H -4.807430 -0.518056 1.752478 -0.9 0.3 -0.5
H -4.284761 -0.768502 3.255469 -0.1 0.5 1.0
H -6.946842 -1.184421 4.034716 0.2 0.2 0.3
H -7.279326 -1.238788 2.357821 0.2 0.7 -0.5
H -8.268812 -0.221712 3.454028 0.0 0.1 -0.2
```
Forces are in eV/Å.

No. 2
Density functional theory data (ωB97M-V/def2-TZVPD) for C12H30NO6Sr2 as an isolated structure at a distorted geometry.

Values from the calculation:
frontier orbital gap: 1.1 eV
charge: +3
LUMO level: -11.71 eV
ΔE to the lowest compared entry with this formula, charge and spin: 444.9 kJ/mol

```
51
Properties=species:S:1:pos:R:3:forces:R:3
Sr 5.188699 9.258981 3.855228 -0.7 -0.4 -0.4
Sr 9.384239 4.101811 3.318688 -0.1 -0.3 -0.2
C 2.672729 3.385711 1.155678 0.6 0.0 0.9
C 3.357099 4.584851 1.775948 0.0 2.0 -0.3
O 4.563949 4.863061 1.575808 0.9 -0.7 0.2
O 2.609019 5.419391 2.358218 -0.2 -0.1 0.6
H 2.135839 2.884321 1.960948 -0.3 0.0 -0.2
H 3.461999 2.720031 0.806358 -0.3 0.0 -0.5
H 1.984459 3.774941 0.405418 0.1 -0.4 -0.1
C -4.366801 5.210631 1.449278 1.5 0.8 3.3
O -5.536201 5.389011 0.756018 -0.4 -0.5 -1.2
H -4.178731 4.326011 2.057698 -0.7 -1.2 -1.2
H -3.407871 5.494211 1.015518 -0.2 -0.1 -0.8
H -4.446281 5.824241 2.346638 0.3 1.0 0.2
H -5.455921 6.292911 0.442778 -0.5 0.0 -0.3
O 0.838739 3.480091 6.179948 0.3 -0.1 0.0
H 0.927499 4.114331 5.468558 0.0 0.1 -0.3
H 0.107369 3.807511 6.703518 -0.2 0.0 0.2
O 6.477299 7.881441 -2.338752 0.0 0.2 0.4
H 6.280539 6.944921 -2.317602 -0.2 -0.3 -0.1
H 7.361739 7.932721 -2.701202 0.2 0.1 -0.3
C 1.159879 -3.726979 -0.670732 -0.1 0.4 -0.5
C -0.051661 -4.508109 -1.302282 0.3 -1.1 0.2
C -0.847541 -5.179209 -0.175172 -0.8 0.6 0.6
C -1.743941 -4.182909 0.566918 0.7 0.9 -1.2
C -2.616411 -3.427679 -0.457142 -0.6 -1.4 1.1
C -1.945351 -2.650609 -1.557832 -0.9 -2.2 -1.3
N -0.877491 -3.634409 -2.163162 0.0 2.0 0.4
O -0.257451 -3.056969 -3.316192 -1.0 -1.4 1.3
C -3.056611 -2.494159 -2.657912 0.1 0.3 -0.8
C -1.493461 -1.318779 -1.021242 1.4 0.9 0.4
C 0.547839 -5.733809 -2.075002 -0.3 1.6 -1.1
H 1.908689 -3.665609 -1.460432 0.2 0.4 0.1
H 1.618069 -4.212369 0.190978 -0.2 -0.6 -0.2
H 0.898599 -2.743189 -0.280902 -0.2 0.2 -0.4
H -1.444821 -6.028049 -0.508062 0.1 0.1 -0.4
H -0.068211 -5.572449 0.477598 -0.2 -0.2 0.1
H -1.062101 -3.434459 0.970698 -0.1 0.0 0.8
H -2.395941 -4.613249 1.327038 0.3 0.0 0.0
H -3.256581 -2.743859 0.100238 -0.2 0.1 -0.2
H -3.263111 -4.178199 -0.911682 -0.1 0.0 0.0
H -3.820381 -3.265709 -2.560642 0.0 0.2 0.2
H -3.524091 -1.509799 -2.682512 -0.1 0.0 0.7
H -2.765051 -2.556969 -3.706302 0.8 -0.3 0.1
H -2.251961 -0.544979 -1.139662 0.2 0.0 -0.8
H -1.340171 -1.238839 0.054958 0.1 -0.9 0.3
H -0.508431 -1.057499 -1.407962 -0.2 0.6 -0.5
H 1.312859 -6.192229 -1.448332 -0.3 -0.2 -0.2
H 0.970969 -5.342469 -3.000162 0.6 -0.1 0.1
H -0.238021 -6.391879 -2.445752 0.0 -0.2 0.6
H 0.452469 -2.485729 -3.014042 0.5 0.3 0.3
```
Forces are in eV/Å.

No. 3
Density functional theory data (ωB97M-V/def2-TZVPD) for C12H30O18Zn2 as an isolated structure at a distorted geometry.

Values from the calculation:
frontier orbital gap: 2.7 eV
charge: -2
LUMO level: 1.61 eV
ΔE to the lowest compared entry with this formula, charge and spin: 195.6 kJ/mol

```
62
Properties=species:S:1:pos:R:3:forces:R:3
Zn -2.576645 -0.588798 -2.250252 2.9 -0.2 0.6
Zn 2.305085 -1.439308 -1.529852 -0.8 0.2 3.5
C -0.724125 -0.206008 4.358468 0.8 -0.2 -1.1
C -1.101625 1.015792 5.215258 -1.2 0.7 -1.3
O -1.126615 0.922842 6.421228 0.8 -1.3 3.2
O -1.525135 2.027652 4.614338 0.2 -0.2 -1.9
H 0.122685 -0.014018 3.699578 0.3 0.6 -0.1
H -1.513445 -0.376468 3.626338 -0.3 -0.4 0.3
H -0.388525 -1.134488 4.820418 -0.6 0.0 0.6
C -0.063015 -3.310118 1.547028 0.6 0.7 -0.2
C 1.027295 -3.430688 0.445868 1.7 -3.6 3.5
O 0.891825 -2.630398 -0.504972 0.0 2.4 -3.6
O 1.908915 -4.304688 0.617118 -1.8 1.7 -1.0
H 0.422755 -3.409498 2.517718 -0.1 -0.6 -0.1
H -0.843405 -4.048898 1.364578 0.0 -0.1 0.3
H -0.501055 -2.313278 1.597258 -0.2 0.0 -0.4
C 5.807645 -0.852418 0.840068 0.4 0.0 -0.3
C 4.495295 -1.637978 0.791458 2.4 -4.5 4.7
O 4.392375 -2.711978 1.474298 1.1 2.3 -1.2
O 3.588895 -1.220088 0.107118 -3.8 2.5 -4.2
H 5.729765 0.189732 0.530278 -0.3 0.0 0.0
H 6.462855 -1.340348 0.118458 0.2 -0.1 -0.1
H 6.332795 -0.892228 1.794388 -0.3 -0.2 0.1
C -2.284365 -2.473288 -5.872392 0.1 -0.6 -0.4
C -1.401285 -1.491908 -5.148162 2.9 0.5 -2.8
O -1.631485 -1.296508 -3.934732 -1.2 1.4 3.0
O -0.372585 -1.074868 -5.800312 -3.0 -0.9 2.1
H -2.931155 -1.978948 -6.597232 0.5 -0.1 -0.4
H -2.934045 -3.149358 -5.316572 0.1 0.4 0.7
H -1.490535 -3.100368 -6.278242 -0.6 -0.2 -0.9
C -2.793875 4.341422 0.701368 0.6 0.4 0.0
C -2.617845 4.890462 2.146348 -0.9 0.8 3.4
O -3.559375 4.919672 3.003768 -1.4 -0.9 -2.2
O -1.527805 5.335112 2.536498 1.9 0.0 -2.1
H -2.110535 3.509902 0.529008 -0.1 -0.3 0.3
H -2.389585 5.072422 0.001158 -0.1 0.4 0.0
H -3.800705 4.088562 0.369028 -0.1 -0.1 0.4
C -0.105815 1.162492 0.523918 -2.0 0.8 0.0
C 0.089125 0.499422 -0.787302 -0.4 0.0 0.2
O 1.293655 0.277502 -0.994412 2.3 -1.2 -1.6
O -0.815155 0.194582 -1.618492 -0.2 0.0 0.3
H -1.104685 1.597412 0.489198 0.0 0.2 0.4
H 0.591605 1.980872 0.702708 0.1 -0.3 -0.1
H -0.076465 0.439862 1.339428 0.2 -0.1 0.0
O -1.980825 -2.367188 -1.197642 -1.4 0.1 -0.2
H -2.503525 -3.141898 -0.990672 -0.3 -0.1 0.1
H -1.078165 -2.632688 -1.021682 1.5 0.4 0.1
O -3.530285 0.256062 -0.532442 -0.9 -1.2 -2.9
H -4.352415 -0.159888 -0.272972 -0.2 0.0 0.2
H -3.174955 0.613612 0.281268 0.9 0.6 1.8
O 3.702775 -0.373198 -2.545222 0.2 -0.3 -1.0
H 4.206345 -0.639048 -3.314612 0.0 -0.3 -0.3
H 4.044245 0.492812 -2.322382 -0.2 0.4 0.7
O 3.486965 2.179552 0.513068 0.3 0.4 -0.3
H 3.329825 2.101972 1.454088 -0.1 0.0 0.3
H 3.093575 1.391502 0.138298 -0.3 -0.5 0.0
O 0.633275 2.548222 -3.430562 0.0 0.2 -0.3
H 0.823955 1.646992 -3.170442 -0.1 -0.4 0.1
H 1.164465 3.085202 -2.842582 0.1 0.2 0.2
O -3.026365 0.811942 1.999068 -0.4 -0.6 -1.0
H -2.274895 1.261552 2.385548 0.6 0.7 0.8
H -3.715655 0.885702 2.659128 -0.1 0.3 0.3
```
Forces are in eV/Å.

No. 4
Density functional theory data (ωB97M-V/def2-TZVPD) for C12H30O24S2V5 as an isolated structure at a distorted geometry.

Values from the calculation:
frontier orbital gap: 7.7 eV
charge: +1
LUMO level: -4.63 eV
ΔE to the lowest compared entry with this formula, charge and spin: 207.0 kJ/mol

```
73
Properties=species:S:1:pos:R:3:forces:R:3
O -15.236440 -1.389420 19.425841 -2.1 0.1 -1.7
V -16.423663 -0.812059 18.498747 3.6 0.3 -0.7
O -16.304997 -1.491368 17.040833 -0.4 0.6 2.3
O -10.804582 1.041596 18.537282 0.7 -0.2 0.7
V -11.911794 -0.020378 18.305898 -2.0 1.0 0.5
O -12.598679 -0.326870 19.709313 0.9 0.1 -1.0
O -17.655629 2.644243 15.088863 2.6 3.6 3.2
V -16.904071 3.592427 16.289586 -3.0 -3.9 0.3
O -17.620741 3.067504 17.654530 1.7 1.5 -2.9
O -16.096299 4.492965 20.460917 -0.4 -0.1 0.5
V -14.627530 4.854049 20.058909 1.0 1.2 0.4
O -14.136280 5.977264 21.041884 -0.3 0.0 -0.3
O -11.530133 3.616253 16.887653 -2.6 -0.2 -2.3
V -12.866580 3.485518 15.984165 3.0 -0.4 2.4
O -12.606568 2.263288 14.979647 -0.4 1.7 0.3
S -14.942049 6.108926 17.033124 2.1 4.2 -2.9
O -13.809430 5.202462 16.668254 1.4 -1.4 -1.2
O -16.134529 5.422804 16.550871 -3.5 -3.0 -1.5
O -14.957121 6.188877 18.458310 0.1 -0.8 3.4
O -14.850650 7.422881 16.405354 0.1 -2.3 0.9
S -14.573477 2.091956 17.751394 -1.6 0.4 3.9
O -15.503302 1.027896 18.096979 -0.3 -0.9 0.0
O -13.201869 1.596135 17.608563 0.5 -0.6 -0.9
O -14.994138 2.710514 16.464727 -0.2 0.3 -1.6
O -14.622464 3.162003 18.748912 0.5 -1.2 -0.8
C -14.645227 2.596011 22.320315 0.3 -0.3 0.4
O -13.675752 3.513335 21.757091 -1.5 -0.3 0.4
C -12.469186 2.898128 21.426677 1.1 -0.4 -1.0
C -11.524680 3.929690 20.839456 -0.9 -0.4 -0.5
O -12.171396 4.483567 19.667481 0.1 0.4 0.2
C -11.461276 5.682612 19.295947 -0.1 0.6 0.2
H -15.072835 1.921365 21.576255 -0.2 0.4 -0.4
H -15.390445 3.167662 22.868404 -0.1 0.2 -0.4
H -14.201856 1.907446 23.043371 0.5 0.3 0.1
H -12.676353 2.111943 20.694146 0.2 0.0 -0.2
H -11.943934 2.393719 22.241398 -0.4 0.2 0.5
H -10.611719 3.404182 20.553738 0.1 0.1 -0.2
H -11.281836 4.722772 21.547334 -0.2 0.0 0.1
H -10.397493 5.449417 19.313036 0.0 0.2 -0.2
H -11.706301 6.505924 19.971545 0.2 -0.3 0.6
H -11.752226 6.145884 18.353161 -0.2 -1.0 -0.4
C -16.960161 -0.316339 22.018854 0.4 -3.0 1.0
O -16.941266 0.135675 20.686809 -0.7 0.6 -0.5
C -17.920403 1.174913 20.468774 0.6 0.3 0.7
C -18.899625 0.797931 19.370397 0.6 0.6 2.3
O -18.174546 0.320113 18.227516 -1.5 0.6 1.3
C -19.067724 0.372331 17.122680 0.2 -0.9 -2.7
H -17.009705 0.342818 22.885761 0.1 1.0 -0.8
H -16.108564 -0.979154 22.186773 0.5 0.5 -0.3
H -17.743450 -1.060731 22.196895 -0.6 0.4 -0.3
H -17.341185 2.089160 20.324858 -0.3 0.1 -0.6
H -18.421949 1.294485 21.429396 -0.6 0.2 -0.3
H -19.509878 1.685424 19.203661 0.3 0.0 -0.8
H -19.587012 0.075129 19.815933 0.1 -0.6 -0.6
H -19.665241 -0.538320 17.068510 0.0 0.0 0.2
H -18.456422 0.422033 16.220479 0.1 -0.2 0.1
H -19.720494 1.236043 17.004482 0.2 0.3 1.0
C -13.207734 -3.273188 17.565006 -0.2 0.0 1.9
O -12.962648 -1.861431 17.379329 0.4 -0.3 -2.1
C -13.122558 -1.470784 15.991239 1.2 2.0 -0.4
C -11.744559 -1.062273 15.382580 -1.0 -1.8 0.2
O -11.126679 -0.197318 16.310130 -0.1 -0.9 0.8
C -9.816422 0.189464 15.931797 0.6 1.5 -1.8
H -12.665760 -3.517487 18.478277 0.0 -0.2 -0.1
H -12.913253 -3.976071 16.786982 0.3 0.7 -0.4
H -14.265524 -3.406603 17.790878 -0.1 0.1 -0.2
H -13.655597 -0.518021 16.010350 -0.7 -0.3 -0.1
H -13.597784 -2.191439 15.330001 -0.2 -0.1 0.4
H -11.837678 -0.615584 14.392052 -0.2 0.3 0.1
H -11.179209 -1.988971 15.252593 0.5 0.1 0.1
H -9.225292 0.625370 16.731790 -0.4 -0.4 0.3
H -9.951675 0.976399 15.183743 0.0 0.3 0.1
H -9.277429 -0.557460 15.347635 -0.1 -0.6 0.7
```
Forces are in eV/Å.

Question: Which of these has the lowest LUMO level?
Answer: C12H30NO6Sr2

Question: Which value of frontier orbital gap does entry 3 give?
Answer: 2.7 eV